No. 1
Formula: H3O2SSi
Source: the OMol25 dataset
Level of theory: the ωB97M-V functional and the def2-TZVPD basis

Element x y z (Å)
S1 0.3638 0.8872 2.1094
O1 -0.8363 -0.4810 0.7219
Si1 -0.4344 -0.2452 -0.8350
H1 -1.8236 -0.6213 -1.6720
H2 0.6092 -1.1621 -1.2742
H3 0.3323 1.1200 -0.9789
O2 1.7891 0.5025 1.9288

Output
- HOMO level (spin up / spin down): -2.84 / -2.83 eV
- Frontier orbital gap (spin up / spin down): 6.58 / 6.58 eV
- Total charge: -1

No. 2
Formula: C4H5N3S
Source: the OMol25 dataset
Level of theory: the ωB97M-V functional and the def2-TZVPD basis

Element x y z (Å)
C1 0.3589 -0.1452 0.4405
S1 3.2060 -0.6828 -0.2515
H1 0.9845 -1.8383 1.0059
H2 -0.4637 2.0185 0.1431
C2 -0.6142 0.9588 0.1294
C3 -2.5985 -0.6160 -0.0584
N1 -3.3562 -1.4793 -0.4162
H3 3.0939 -0.9741 -1.5816
H4 1.8671 1.4278 0.2572
N2 0.0744 -1.2390 0.8592
H5 -2.4132 1.6459 -0.5374
C4 -1.8660 0.5874 -0.1610
N3 1.7270 0.3364 0.1709

Output
- HOMO level: -9.78 eV
- Frontier orbital gap: 9.52 eV
- SMILES string: [H]/N=C(/C=C\C#N)NS

No. 3
Formula: C18H29N2O2P2RuS
Source: the OMol25 dataset
Level of theory: the ωB97M-V functional and the def2-TZVPD basis

Element x y z (Å)
C1 1.3363 3.3456 -2.3701
P1 2.3003 0.2511 0.1375
C2 0.4595 -3.8493 1.9520
H1 -4.1679 -1.0771 -0.8465
C3 -1.0118 -1.5622 2.5680
H2 -0.0576 -0.6102 -3.6028
H3 2.7433 2.6169 0.1825
S1 0.1312 1.9063 2.0870
C4 -2.2269 1.3325 -1.4706
H4 -2.9871 -2.1059 0.0184
H5 -1.6675 -0.7143 2.7473
Ru1 0.0189 0.1671 0.3551
C5 0.1764 3.7359 -3.0362
C6 -3.0972 -1.2850 -0.7013
C7 1.2696 2.3470 -1.3949
C8 -0.0665 -3.6956 3.2413
H6 0.0901 -4.4645 3.9998
H7 0.9719 -4.7699 1.6760
H8 3.1436 -0.7672 2.1080
H9 -1.9487 3.3571 -3.2307
H10 -2.0881 0.2536 -3.3122
H11 -1.2282 -2.4028 4.5481
N1 0.6317 0.4769 4.4896
H12 0.2147 4.5133 -3.7974
H13 -1.8873 -0.1654 -4.7890
O1 -1.6678 -0.4317 -3.8781
H14 4.3305 0.4010 1.4351
C9 3.2679 0.2224 1.6503
H15 -0.3110 -0.8814 -0.9836
H16 0.6325 -0.8093 -0.9265
C10 -0.8150 -2.5452 3.5466
H17 3.0737 -1.8629 -0.6914
H18 2.4843 -0.8027 -2.0182
C11 -3.2220 0.9576 1.2174
N2 0.1152 1.7225 -1.1170
C12 0.3460 -2.8191 1.0100
H19 -3.3515 0.2584 2.0495
P2 -2.2285 0.1973 -0.0946
H20 -2.6630 -1.5955 -1.6619
H21 -2.6957 1.8459 1.5883
O2 0.9102 -0.7541 -3.3725
C13 3.0684 -0.8376 -1.0814
H22 3.3739 1.8752 -1.3051
H23 -4.2054 1.2450 0.8233
H24 4.1019 -0.5083 -1.2655
C14 -0.3194 -1.6467 1.3654
C15 2.5057 1.9184 -0.6342
H25 2.8933 0.9771 2.3538
H26 -3.1528 1.5950 -1.9930
C16 -1.0149 3.1092 -2.7291
H27 0.7475 -2.9096 -0.0002
C17 0.4047 1.0597 3.4905
C18 -1.0595 2.0785 -1.7563
H28 1.0926 -1.6705 -3.6418
H29 2.3059 3.7779 -2.6035

Output
- HOMO level (spin up / spin down): -4.29 / -8.15 eV
- Frontier orbital gap (spin up / spin down): 4.61 / 5.89 eV
- Multiplicity: 6

No. 4
Formula: C14H14N2O4S2
Source: the OMol25 dataset
Level of theory: the ωB97M-V functional and the def2-TZVPD basis

Element x y z (Å)
H1 2.7883 1.2216 -3.7481
N1 1.5133 0.2388 -0.8599
C1 -0.2755 -0.6373 2.1970
C2 2.3269 -1.4512 -4.2789
S1 -2.9553 2.0684 0.8259
H2 3.6928 0.8975 -2.2521
H3 -5.8147 2.2369 1.1658
H4 -3.5110 1.9444 3.1677
C3 0.6926 -0.6163 1.2074
C4 2.5297 -2.8510 -4.2786
H5 -0.7504 1.6948 -0.7993
O1 0.7147 1.7070 -2.4164
N2 -0.0999 -1.5129 3.3290
O2 0.8975 -2.2012 3.3597
C5 2.8722 -0.8316 -3.1988
C6 -5.3390 2.4560 2.1247
H6 -2.1229 0.0930 2.9462
S2 3.6493 -1.9857 -2.1516
C7 0.5216 0.2352 0.1149
C8 -0.6113 1.0365 0.0425
H7 1.5580 -1.2548 1.2967
H8 -4.6906 4.0959 2.9492
H9 2.2797 -0.3998 -0.6827
H10 1.7986 -0.9253 -5.0535
H11 3.5137 -4.2796 -2.9363
H12 -4.2462 0.6009 2.2380
O3 -5.1563 3.8429 2.1435
H13 2.1745 -3.5042 -5.0549
H14 -6.0149 2.1354 2.9333
O4 -0.9603 -1.5090 4.1838
C9 -1.5795 0.9996 1.0481
C10 -4.0367 1.6696 2.2512
C11 3.2202 -3.2824 -3.1960
C12 2.8188 0.6142 -2.8424
C13 1.5560 0.9326 -2.0352
C14 -1.4126 0.1581 2.1396

Output
- HOMO level: -8.49 eV
- Frontier orbital gap: 7.94 eV
- SMILES string: O=C(Cc1cccs1)Nc1cc(SCCO)cc([N+](=O)[O-])c1

No. 5
Formula: C40H57FN2O14
Source: the OMol25 dataset
Level of theory: the ωB97M-V functional and the def2-TZVPD basis

Element x y z (Å)
H1 -2.0322 0.4453 -4.6472
F1 -2.0944 -3.4232 -1.0291
C1 0.4065 -0.6198 1.0571
O1 -3.9801 -0.1137 5.1024
C2 -1.8190 0.9747 4.9126
H2 -1.5483 0.2649 4.1243
C3 -0.4007 -0.6621 -3.5014
C4 5.7621 -1.2220 -7.9824
H3 2.2424 0.9630 -1.8647
H4 -1.3223 1.9293 4.7176
H5 -4.2408 -1.8262 -1.4071
O2 -7.7133 -6.8360 8.3370
H6 -3.6186 1.8312 5.7868
O3 1.6723 -0.5324 1.8578
H7 4.6799 -1.3895 -8.0023
H8 -1.4301 0.5694 5.8519
H9 -4.4317 0.1061 -1.4883
C5 -1.4628 7.0117 -3.0703
H10 -6.5081 -4.8547 5.2555
C6 7.3086 -0.3308 -6.4366
H11 -2.9797 -2.0461 -3.4806
H12 5.5137 -0.9482 -0.2106
C7 -5.7401 -5.3648 5.8460
H13 8.9341 1.3295 -5.3039
H14 2.1920 -0.8799 -1.4595
H15 -9.4586 -9.7238 8.3265
O4 0.8072 2.3873 2.5052
H16 3.0831 -0.3538 -4.5246
C8 3.3267 5.7182 -0.1856
O5 6.1164 -0.9508 -6.6207
H17 -5.3632 -6.2434 5.3132
C9 -0.3759 0.7979 0.7988
H18 5.4511 5.5320 -3.0238
C10 -4.6412 -2.5490 7.5304
H19 2.7699 3.9153 1.1345
C11 -1.0052 5.9153 -1.9390
H20 -0.0490 -0.8118 -2.3712
H21 5.6202 0.9437 -0.4412
C12 -7.3871 -6.4697 7.0724
C13 0.4095 5.9914 -1.0635
O6 7.5056 -0.1830 -5.1033
O7 0.9836 -1.5344 3.4934
O8 -4.6187 -1.8469 6.2899
H22 1.0804 6.9481 -1.2923
H23 -9.7060 -7.2473 7.8457
H24 -0.4563 -1.7294 -3.9857
H25 2.1817 5.6524 1.7922
H26 -7.7456 -9.4541 8.7339
H27 -4.0479 -0.5348 -3.8631
C14 0.8077 0.2709 -4.1852
H28 0.7817 0.2650 -5.3551
C15 -3.6915 -0.7900 -1.6242
H29 3.4256 3.0136 -1.8091
H30 9.5682 -0.3235 -4.9749
C16 4.9587 6.0185 -2.0795
H31 5.2137 3.5694 -2.0933
C17 -0.1598 -2.0715 0.4517
O9 -3.8775 2.3191 -0.2204
H32 8.7648 0.6064 -3.6936
C18 -1.5726 3.5080 -0.5705
H33 1.9234 -1.6475 -3.6622
C19 -8.5872 -9.0913 8.1352
H34 4.8831 0.4902 -2.7724
H35 -3.0546 4.5367 -2.2105
N1 3.8545 5.1647 -1.4909
O10 -3.5257 -0.1317 7.3556
H36 -5.2850 -3.4249 7.4133
C20 8.7660 0.3911 -4.7655
H37 4.0352 0.1744 0.2915
H38 -3.6325 -2.8910 7.7825
C21 4.2713 3.7140 -1.3908
H39 -1.9434 1.0362 -2.8568
N2 1.7250 -1.7015 2.5205
H40 -5.0504 -1.9272 8.3333
C22 4.8863 0.0118 -0.5273
O11 3.6941 6.9817 0.1357
C23 2.2260 -0.4957 -3.7400
H41 6.2929 -3.3106 -7.8095
H42 -0.9261 8.0495 -3.0049
H43 5.9651 -0.3550 -8.6217
H44 -2.6478 7.1115 -3.0209
C24 -2.3274 -0.6932 -0.6949
H45 -8.3022 -9.2058 7.0848
H46 5.7944 6.3216 -1.2992
H47 6.1316 -2.7319 -9.4865
H48 0.4144 -3.1022 0.6110
H49 -3.6775 1.6025 4.0403
C25 0.1568 2.2869 1.3430
H50 -1.2362 6.5071 -4.1283
C26 -2.5449 2.2007 -0.3024
H51 -4.9096 -4.6706 6.0008
C27 -8.8918 -7.6410 8.4651
C28 -1.8728 0.0664 -3.5265
H52 4.5579 -1.3638 -2.3153
O12 -6.2389 -5.7506 7.1245
C29 0.8490 4.8245 0.0491
C30 -1.7743 0.7380 -0.0874
C31 6.4740 -2.4663 -8.4824
C32 2.3071 4.9572 0.8558
C33 -0.1509 3.5505 0.3093
H53 7.5573 -2.3145 -8.5167
C34 -3.3253 1.1545 4.9757
O13 8.0825 0.0155 -7.3170
O14 -8.0070 -6.7556 6.0586
C35 -3.1392 -0.9220 -3.1973
H54 4.6107 3.3976 -0.3144
C36 -2.0182 4.6524 -1.6587
C37 -4.0006 -0.6417 6.3516
C38 2.6764 -0.0737 -2.1914
H55 0.8504 1.3407 -3.7020
C39 -1.5456 -2.1484 -0.4332
H56 -9.2166 -7.5658 9.5085
H57 4.4556 7.0462 -2.4109
C40 4.3012 -0.2317 -2.0405

Output
- HOMO level: -9.05 eV
- Frontier orbital gap: 7.08 eV
- SMILES string: CCCCCCCCCc1c(F)cc(ON=O)c2c1C(=O)c1cc(C)cc(CC(=O)N(C)C)c1C2=O.CCOC(=O)OC.CCOC(=O)OC.CCOC(=O)OC

No. 6
Formula: C56H44CrF9GeN4O2PS2
Source: the OMol25 dataset
Level of theory: the ωB97M-V functional and the def2-TZVPD basis

Element x y z (Å)
C1 -2.4269 4.7790 -6.3772
C2 -0.4229 4.2398 -3.2429
O1 1.7438 0.9241 1.5731
H1 -3.0579 -2.6956 -3.1518
C3 -2.6329 3.1204 -4.5133
F1 -6.7648 3.8984 1.8881
H2 3.4985 -3.1723 1.0178
H3 -2.7354 1.8160 -2.8079
C4 0.0045 2.2587 7.8859
C5 3.8795 4.3560 4.4835
C6 -0.6069 4.7198 1.8624
F2 -3.2596 3.9621 -7.0534
C7 3.6212 1.4985 -3.0878
F3 -3.0965 5.9446 -6.1952
C8 3.6721 -2.4008 3.0013
C9 3.5527 1.8973 -1.7586
H4 3.5820 -1.3272 4.9015
H5 4.6184 5.0469 4.0974
C10 -4.3237 2.7217 1.1499
H6 -0.2373 -1.5525 6.1951
C11 -2.4208 2.8440 -0.3621
H7 1.6577 4.6578 -0.6466
H8 0.5076 7.9266 1.8664
N1 0.9280 -0.6092 -0.5121
F4 5.5838 0.1750 -3.1899
C12 2.6388 -0.2744 3.3216
H9 -0.6472 3.4968 11.5050
S1 -1.8915 -0.4399 -0.6831
C13 1.1369 2.0010 -1.9054
C14 3.2754 -2.3616 1.6990
C15 -0.8809 0.8677 4.9524
C16 -4.5914 4.0703 0.9625
H10 1.5017 3.7950 7.8171
H11 3.8120 -1.3670 9.0107
H12 5.3097 2.8207 4.9382
C17 0.4992 3.7667 9.7111
C18 0.6515 -1.4987 6.8122
F5 -5.3274 5.1161 2.9549
H13 1.8957 6.9991 0.0315
H14 4.2224 -3.2479 3.3881
C19 0.7362 3.3174 8.4185
Cr1 -0.0951 0.7550 0.5907
C20 -0.7766 -0.8704 -1.9431
H15 1.0839 4.5843 10.1149
C21 -3.7723 4.8188 0.1298
C22 -0.4736 3.1590 10.4907
C23 0.1557 4.1790 0.8153
H16 2.2724 2.4145 -0.1339
H17 2.6187 -3.5100 8.6957
H18 -3.5032 -1.4838 -4.3875
C24 -0.4822 6.0485 2.2321
H19 -0.7404 -0.1930 4.7355
C25 -0.7354 0.7606 2.3978
H20 -1.5523 0.8333 8.2839
C26 4.9659 1.2727 -3.6929
C27 -2.2078 2.6332 -3.2883
C28 2.4525 -0.2551 7.7793
C29 1.3195 -0.2865 6.9664
H21 -1.9795 2.0417 3.4776
C30 1.5903 3.8307 4.9891
H22 -4.9554 2.1354 1.8068
C31 -5.7057 4.7211 1.7077
H23 -1.9780 1.6311 10.5747
C32 3.3137 2.2292 5.4424
C33 1.2318 1.5573 -3.2247
C34 -3.0150 -1.6447 -3.4292
C35 1.9633 2.5727 5.4570
C36 2.5412 4.7179 4.5071
N2 2.2754 -0.2160 2.0264
H24 -2.0747 4.8197 -1.1397
H25 0.5761 -3.5853 7.3004
H26 -3.4753 -1.0315 -2.6592
H27 -3.9539 5.8780 -0.0018
N3 0.4884 -0.9553 -1.7587
P1 -0.5917 2.3299 -1.0594
C37 -2.7123 4.2063 -0.5151
C38 -0.9816 1.6114 3.6045
C39 0.4139 6.8857 1.5820
H28 2.2370 -2.1889 -0.7209
C40 -0.9765 1.6649 8.6784
H29 4.4615 2.0253 -1.1828
H30 2.5069 0.9683 -4.8445
H31 -1.1063 6.4372 3.0297
H32 3.6291 1.2584 5.8091
F6 -1.3987 5.0651 -7.2077
H33 2.9668 0.6866 7.9416
C41 3.3207 -1.3294 3.8531
H34 0.3307 1.3957 -3.8055
O2 -0.4974 -0.4383 2.4096
H35 -3.4838 2.6837 -5.0185
C42 4.2662 3.1105 4.9541
H36 -0.2761 2.4388 3.5062
S2 -1.2856 -1.1301 -3.6151
H37 0.4511 4.6596 -2.7605
C43 -0.8680 4.7648 -4.4436
C44 1.0592 5.0399 0.1691
C45 -3.2519 2.1277 0.5007
C46 2.3200 2.1312 -1.1753
H38 0.5464 4.1285 5.0051
H39 -0.3665 5.6126 -4.8930
C47 -1.0990 3.1803 -2.6483
H40 2.3723 0.6014 3.8869
F7 4.9259 1.1074 -5.0310
H41 -3.0790 1.0794 0.6886
H42 2.2364 5.6854 4.1361
C48 2.2537 -2.6099 8.2166
F8 -6.1736 5.8285 1.0928
Ge1 0.5846 1.3843 6.2053
C49 2.9239 -1.4069 8.3917
C50 1.1872 6.3647 0.5522
C51 1.1101 -2.6524 7.4328
N4 -0.0666 2.8820 0.3919
F9 5.8088 2.3100 -3.4563
H43 -1.8207 0.9568 5.4987
C52 2.4579 1.3071 -3.8180
C53 1.9280 -1.3652 -0.0857
C54 -1.9623 4.1934 -5.0827
H44 -1.3508 4.0905 2.3355
C55 2.5077 -1.2865 1.1820
C56 -1.2189 2.1106 9.9686

Output
- HOMO level (spin up / spin down): -3.51 / -4.73 eV
- Frontier orbital gap (spin up / spin down): 5.17 / 6.69 eV
- Total charge: -1
- Multiplicity: 2

No. 7
Formula: C10H13N2O
Source: the OMol25 dataset
Level of theory: the ωB97M-V functional and the def2-TZVPD basis

Element x y z (Å)
C1 -1.0390 -0.9925 2.8784
H1 -2.2740 1.0664 1.0457
H2 -0.7306 1.9822 0.5949
H3 -2.9923 -2.1954 0.6701
H4 0.5114 -1.5578 2.1672
H5 3.6806 1.2271 0.5351
C2 -1.2576 -0.9766 -0.3146
C3 -2.6594 -1.2151 0.2110
H6 -2.7690 -0.5142 1.0143
C4 2.2758 0.1578 -2.3756
C5 0.6059 0.4365 -0.6341
O1 -1.8047 -0.6891 3.6590
C6 2.9351 0.8889 -0.1626
C7 3.2748 0.3149 -1.3879
H7 -3.3624 -1.0264 -0.6279
H8 1.2620 1.1269 1.2999
H9 4.3731 0.0620 -1.5210
H10 2.5384 -0.1213 -3.3950
N1 -0.3973 -1.2977 1.9133
N2 -0.7200 0.1750 -0.1300
H11 0.1686 0.4429 -2.7171
H12 -0.5999 -1.6670 -0.8827
C8 1.6353 0.8785 0.2452
C9 -1.4769 1.2618 0.3550
C10 0.9136 0.4123 -2.0197
H13 -2.0915 1.8197 -0.4210

Output
- HOMO level (spin up / spin down): -9.23 / -13.23 eV
- Frontier orbital gap (spin up / spin down): 5.31 / 6.46 eV
- Total charge: +1
- Multiplicity: 3

No. 8
Formula: C7H10O
Source: the OMol25 dataset
Level of theory: the ωB97M-V functional and the def2-TZVPD basis

Element x y z (Å)
O1 2.9554 0.1154 -0.1757
H1 1.3745 1.1481 -0.7592
H2 -2.9765 0.0438 0.2514
H3 3.4816 -0.5185 0.6851
C1 -1.2243 -0.5979 -0.8368
C2 -2.0112 -0.5120 0.5570
C3 1.4995 0.1561 -0.1736
H4 0.7001 -0.3366 1.8877
H5 0.5893 -2.0139 -0.3140
C4 0.2686 -1.0140 -0.2875
C5 -0.9286 0.7765 0.7961
C6 0.2800 -0.0149 0.9103
H6 -2.0877 1.3779 -0.9436
H7 -1.8723 -1.1278 -1.6112
H8 -1.9148 -1.5372 0.8963
H9 -0.5102 1.6730 -1.1947
C7 -1.1369 0.9860 -0.7787
H10 -0.9090 1.6888 1.3870

Output
- HOMO level: -8.61 eV
- Frontier orbital gap: 9.32 eV
- SMILES string: O[C@@H]1[C@H]2[C@H]3C[C@H](C3)[C@@H]12

No. 9
Formula: C18H30O2
Source: the OMol25 dataset
Level of theory: the ωB97M-V functional and the def2-TZVPD basis

Element x y z (Å)
H1 -2.0950 0.4922 3.0642
C1 0.7276 -1.1006 -0.7202
H2 2.7714 2.0948 1.2068
H3 1.0208 -2.4128 -3.9518
C2 -1.5859 2.4232 2.4994
H4 -0.5595 -3.8797 -4.9629
H5 2.8457 -0.2003 1.1132
H6 -1.1413 -1.5829 -1.1774
C3 0.4261 2.5994 -1.0818
H7 -0.1352 1.6417 -1.2504
O1 1.8452 0.0517 3.7889
H8 0.4601 -0.2545 -3.3836
H9 0.2254 2.9936 -1.7960
H10 -0.7502 0.2443 5.2563
H11 -2.8196 -5.0391 -3.8650
H12 2.3229 -0.3670 3.0794
H13 -2.8330 -3.1134 -5.1963
H14 -0.9325 0.9596 0.9237
C4 -0.2525 -1.3053 -1.4286
H15 -2.4926 2.5102 2.1094
C5 -0.0678 -1.9758 -3.7718
C6 2.6332 1.6379 0.1915
H16 1.8289 0.2567 -1.8055
C7 1.7917 2.5281 -0.7455
C8 -0.5496 1.0218 4.3904
C9 1.9146 -0.5887 -0.8404
C10 -1.6068 1.2268 3.5849
H17 -2.6560 -3.9257 -2.3893
H18 0.5942 -1.3033 0.4188
H19 0.2875 1.8946 4.4531
C11 -0.9183 -2.9124 -4.2783
C12 -0.5860 1.7753 1.3367
H20 2.6732 -1.2457 -1.2840
C13 -2.2201 -2.9048 -4.3014
O2 -0.0051 -0.8248 2.8646
H21 -2.7895 -1.8447 -3.7117
H22 -1.2687 -0.5500 -3.1115
H23 2.1029 3.7230 -0.4865
H24 2.4522 2.2636 -1.6955
C14 -3.1274 -3.9474 -3.4146
C15 -0.4701 3.0728 0.2277
H25 -2.4634 1.6493 4.1806
H26 -1.4233 3.2471 -0.1044
C16 2.5636 0.2434 0.3211
H27 -4.2167 -4.0376 -3.4163
C17 -0.2503 -1.0197 -2.9203
H28 -0.2067 3.7934 0.6917
C18 0.3800 -0.0321 3.5403
H29 -0.9737 3.1985 3.0071
H30 0.5689 1.8278 1.7170

Output
- HOMO level: -8.42 eV
- Frontier orbital gap: 9.23 eV